[1]
The following is a quantum chemistry calculation of a cluster of 4 separate species, C50H87FN5O5S2 in total, from OMol25.

The geometry in ORCA input format:
```
! wB97M-V def2-TZVPD RIJCOSX def2/J DEFGRID3
* xyz 0 4
C -0.634 -6.026 -0.163
C 0.816 -6.099 0.632
C 0.986 -4.898 1.764
C 2.244 -3.868 1.421
C 1.642 -2.656 0.447
C 2.771 -1.482 0.259
C 2.755 -0.135 1.252
C 1.649 0.078 2.473
C 0.886 1.551 2.385
C -0.112 1.697 1.081
S -0.912 0.095 0.531
C -2.759 0.296 0.234
S -3.366 1.842 -0.250
N -3.622 -0.935 0.414
C -4.310 -1.362 -0.864
C -3.565 -2.761 -1.380
C -4.572 -0.814 1.585
C -3.715 -1.324 2.921
C 3.848 1.118 1.076
C 4.996 1.013 -0.089
C 4.983 -0.323 -1.039
C 3.907 -1.587 -0.916
C 4.075 -2.789 -2.018
C 3.482 -2.299 -3.494
F 3.582 -4.116 -1.586
C 6.226 -0.073 -2.079
O 6.544 -0.679 -3.244
N 7.044 1.061 -1.425
C 6.202 2.020 -0.558
O 6.402 3.332 -0.315
H -1.565 -6.223 0.527
H -0.669 -6.847 -1.020
H -0.810 -4.991 -0.706
H 0.907 -7.133 1.213
H 1.723 -5.980 -0.114
H -0.011 -4.277 1.764
H 1.073 -5.376 2.853
H 3.159 -4.430 0.930
H 2.646 -3.452 2.459
H 1.306 -3.126 -0.585
H 0.651 -2.292 0.997
H 2.284 0.115 3.483
H 0.906 -0.818 2.597
H 1.625 2.461 2.348
H 0.228 1.700 3.366
H -0.970 2.491 1.299
H 0.531 2.154 0.187
H -5.461 -1.616 -0.730
H -4.153 -0.592 -1.760
H -3.507 -3.496 -0.442
H -2.446 -2.451 -1.649
H -4.101 -3.245 -2.307
H -5.496 -1.560 1.513
H -4.958 0.299 1.717
H -2.882 -2.066 2.526
H -4.431 -1.851 3.716
H -3.167 -0.379 3.347
H 3.834 2.088 1.750
H 5.250 -2.915 -2.193
H 4.275 -2.617 -4.328
H 3.466 -1.107 -3.543
H 2.454 -2.790 -3.769
H 7.734 1.522 -2.063
C -5.362 7.111 0.979
C -4.468 6.620 -0.194
C -3.436 7.720 -0.566
C -4.046 8.896 -1.324
C -4.837 8.418 -2.537
C -5.895 7.336 -2.189
N -5.334 6.221 -1.355
O -4.560 5.407 -2.203
C -7.092 7.996 -1.453
C -6.534 6.828 -3.523
C -3.687 5.413 0.422
H -6.314 6.569 1.010
H -4.882 6.949 1.952
H -5.572 8.182 0.941
H -2.639 7.289 -1.186
H -2.945 8.098 0.340
H -4.684 9.489 -0.662
H -3.247 9.568 -1.655
H -5.320 9.280 -3.011
H -4.130 8.022 -3.278
H -7.810 7.241 -1.113
H -7.633 8.681 -2.118
H -6.803 8.603 -0.596
H -5.793 6.427 -4.223
H -7.040 7.646 -4.052
H -7.282 6.050 -3.331
H -4.371 4.605 0.708
H -3.141 5.717 1.323
H -2.934 5.001 -0.261
C 7.595 -5.007 -5.313
C 6.416 -6.019 -5.248
C 6.966 -7.471 -5.294
C 7.452 -7.895 -6.677
C 6.379 -7.654 -7.734
C 5.831 -6.201 -7.728
N 5.443 -5.732 -6.355
O 4.225 -6.354 -6.024
C 6.890 -5.242 -8.335
C 4.649 -6.119 -8.749
C 5.806 -5.777 -3.827
H 7.260 -4.027 -5.672
H 8.041 -4.838 -4.325
H 8.419 -5.347 -5.943
H 6.186 -8.175 -4.973
H 7.790 -7.585 -4.577
H 8.371 -7.364 -6.939
H 7.710 -8.960 -6.660
H 6.789 -7.898 -8.721
H 5.558 -8.362 -7.563
H 6.567 -4.197 -8.258
H 7.046 -5.453 -9.401
H 7.876 -5.329 -7.882
H 3.847 -6.831 -8.528
H 4.991 -6.352 -9.765
H 4.217 -5.111 -8.772
H 5.404 -4.761 -3.738
H 6.565 -5.903 -3.047
H 5.005 -6.486 -3.584
C -3.176 2.236 9.376
C -2.282 1.745 8.203
C -1.251 2.845 7.831
C -1.861 4.021 7.073
C -2.651 3.542 5.860
C -3.709 2.461 6.208
N -3.148 1.345 7.042
O -2.374 0.532 6.194
C -4.906 3.121 6.944
C -4.348 1.953 4.873
C -1.501 0.537 8.819
H -4.128 1.693 9.407
H -2.696 2.073 10.349
H -3.386 3.306 9.337
H -0.453 2.413 7.211
H -0.759 3.222 8.737
H -2.499 4.613 7.734
H -1.061 4.693 6.741
H -3.134 4.405 5.386
H -1.944 3.146 5.119
H -5.625 2.366 7.284
H -5.447 3.805 6.278
H -4.617 3.727 7.801
H -3.607 1.552 4.174
H -4.854 2.770 4.345
H -5.097 1.174 5.066
H -2.186 -0.271 9.105
H -0.955 0.842 9.719
H -0.749 0.125 8.136
*
```

The LUMO energy comes out at -1.39 eV.



[2]
The following is a quantum chemistry calculation of a cluster of 15 separate species, C50H88Br2O42 in total, from OMol25.

The geometry in ORCA input format:
```
! wB97M-V def2-TZVPD RIJCOSX def2/J DEFGRID3
* xyz 0 1
C -1.623 10.859 7.932
C -1.792 9.829 6.810
C -2.613 10.320 5.617
O -1.820 9.990 4.538
C -0.597 9.656 4.921
O 0.316 9.392 4.194
O -0.502 9.660 6.263
H -2.508 11.132 8.507
H -1.213 11.773 7.503
H -1.012 10.589 8.794
H -2.125 8.883 7.238
H -2.807 11.393 5.634
H -3.587 9.833 5.591
C -11.100 10.668 12.312
C -11.824 12.039 11.936
C -13.099 11.963 11.146
O -14.019 12.896 11.713
C -13.628 13.156 12.950
O -14.328 13.858 13.678
O -12.393 12.498 13.172
H -11.666 9.782 12.596
H -10.455 10.923 13.153
H -10.538 10.236 11.484
H -11.192 12.783 11.451
H -13.602 10.996 11.116
H -12.800 12.253 10.138
C -1.962 17.216 13.308
C -3.018 17.670 12.278
C -4.354 17.869 12.874
O -4.423 19.305 12.848
C -3.359 19.912 12.298
O -3.295 21.087 12.115
O -2.600 18.897 11.806
H -1.597 18.069 13.881
H -1.001 17.007 12.838
H -2.339 16.425 13.956
H -2.930 16.879 11.533
H -4.284 17.462 13.883
H -5.186 17.450 12.309
C -8.437 7.981 13.461
C -8.108 7.132 12.153
C -8.900 5.835 12.244
O -9.541 5.855 11.042
C -9.367 6.912 10.350
O -9.786 7.099 9.224
O -8.626 7.790 11.069
H -7.871 8.902 13.599
H -8.279 7.539 14.445
H -9.477 8.291 13.561
H -7.053 6.909 11.999
H -9.534 5.737 13.125
H -8.246 4.971 12.361
C -9.002 14.711 5.152
C -8.252 14.036 6.271
C -7.529 14.946 7.330
O -8.164 14.528 8.628
C -8.984 13.461 8.402
O -9.536 12.778 9.266
O -9.134 13.261 7.114
H -9.334 13.913 4.488
H -8.433 15.445 4.583
H -9.920 15.185 5.500
H -7.584 13.296 5.832
H -7.567 16.010 7.097
H -6.462 14.737 7.415
C -8.177 19.738 10.366
C -8.000 18.727 9.189
C -7.178 19.178 7.986
O -6.036 18.404 7.982
C -6.035 17.607 8.994
O -5.091 16.972 9.387
O -7.263 17.643 9.607
H -7.218 20.105 10.733
H -8.642 19.427 11.302
H -8.635 20.660 10.009
H -8.998 18.487 8.821
H -6.836 20.208 8.084
H -7.958 18.969 7.254
Br -7.665 15.497 13.353
C -8.261 14.219 12.059
C -7.333 12.995 11.884
Br -5.755 13.362 10.632
H -8.262 14.856 11.175
H -9.242 13.910 12.420
H -7.980 12.175 11.572
H -6.987 12.763 12.891
C -5.856 9.692 10.936
O -5.217 10.506 11.910
C -4.052 10.065 12.405
O -3.522 9.000 12.090
O -3.485 11.007 13.116
C -2.091 10.818 13.444
H -6.914 9.626 11.189
H -5.402 8.720 10.747
H -5.994 10.271 10.023
H -1.905 10.378 14.424
H -1.652 11.806 13.582
H -1.604 10.312 12.610
C -11.073 20.701 13.003
O -10.267 19.567 13.316
C -9.798 19.406 14.604
O -9.994 20.205 15.568
O -9.128 18.225 14.556
C -8.405 17.855 15.703
H -10.804 21.719 13.287
H -12.104 20.596 13.340
H -11.013 20.640 11.917
H -7.971 16.858 15.781
H -8.882 18.062 16.661
H -7.409 18.288 15.798
C -1.759 13.494 4.177
O -1.442 14.015 5.461
C -2.264 14.457 6.428
O -3.461 14.478 6.371
O -1.615 14.901 7.441
C -2.358 15.151 8.600
H -2.063 14.327 3.543
H -2.621 12.828 4.139
H -0.943 12.827 3.902
H -3.238 15.722 8.304
H -1.725 15.675 9.317
H -2.744 14.215 9.003
C -5.293 17.015 18.537
O -5.470 15.837 17.736
C -4.974 15.753 16.514
O -4.044 16.458 16.099
O -5.467 14.625 15.975
C -4.786 13.945 14.897
H -5.304 16.659 19.567
H -6.157 17.676 18.462
H -4.398 17.570 18.252
H -4.059 13.268 15.345
H -4.291 14.674 14.256
H -5.468 13.359 14.281
C -7.917 11.979 16.412
O -7.773 10.664 16.782
C -6.827 9.893 16.063
O -6.209 10.148 15.057
O -6.635 8.649 16.693
C -5.553 7.775 16.226
H -7.810 12.095 15.334
H -7.140 12.622 16.826
H -8.945 12.149 16.734
H -5.007 7.316 17.050
H -4.787 8.225 15.595
H -6.004 6.961 15.658
C -13.598 18.588 14.825
O -12.669 17.569 14.756
C -12.466 16.879 15.822
O -12.859 17.135 16.980
O -11.598 15.863 15.623
C -10.973 15.512 14.444
H -13.470 19.373 15.570
H -14.588 18.149 14.944
H -13.781 19.111 13.886
H -10.111 16.160 14.284
H -11.544 15.666 13.528
H -10.663 14.472 14.550
C -10.449 16.968 10.959
O -11.776 17.259 11.398
C -12.828 16.710 10.817
O -12.741 15.777 9.972
O -13.962 17.244 11.332
C -15.227 16.787 11.339
H -9.660 17.383 11.586
H -10.390 17.383 9.952
H -10.306 15.887 10.970
H -15.842 17.460 11.937
H -15.216 15.772 11.737
H -15.564 16.706 10.305
C -5.387 12.050 7.184
O -6.390 11.146 7.661
C -6.963 10.411 6.852
O -6.613 10.244 5.701
O -7.978 9.792 7.417
C -9.067 9.072 6.671
H -5.329 12.815 7.959
H -5.801 12.525 6.295
H -4.401 11.599 7.081
H -8.618 8.394 5.944
H -9.675 9.798 6.131
H -9.769 8.501 7.279
*
```

The LUMO energy comes out at 0.04 eV.